Entry 1:
{"formula": "C2H5NO2S", "method": "the ωB97M-V functional and the def2-TZVPD basis", "symbols": ["O", "C", "C", "O", "N", "S", "H", "H", "H", "H", "H"], "positions_angstrom": [[0.9063, -1.0936, 0.7275], [0.1737, -0.3358, 0.1763], [0.7511, 0.9685, -0.4702], [2.1124, 0.9082, -0.3695], [-1.1289, -0.5620, -0.1257], [-2.3438, -1.6150, 0.4030], [0.3304, 1.8256, 0.2292], [0.5392, 1.0210, -1.4988], [2.4381, -0.0244, -0.0724], [-1.5133, 0.2287, -0.7845], [-2.2651, -1.3211, 1.7849]], "mulliken_charge": [-0.584, 0.637, -0.435, -0.544, -0.313, -0.131, 0.240, 0.342, 0.347, 0.289, 0.153], "energy_ev": -18574.2144, "homo_ev": -9.58, "smiles": "O=C(CO)NS", "charge": 0, "de_lowest_kcal_mol": 31.2}

=====

Entry 2:
{"formula": "C19H34F6GaNO4SSi3", "method": "the ωB97M-V functional and the def2-TZVPD basis", "symbols": ["Ga", "C", "Si", "C", "C", "C", "Si", "C", "C", "C", "Si", "C", "C", "C", "C", "C", "C", "C", "N", "H", "H", "H", "H", "H", "H", "H", "H", "H", "H", "H", "H", "H", "H", "H", "H", "H", "H", "H", "H", "H", "H", "H", "H", "H", "H", "H", "H", "C", "S", "O", "O", "O", "H", "H", "H", "C", "C", "O", "C", "F", "F", "F", "C", "F", "F", "F", "H", "H", "H"], "positions_angstrom": [[-0.5759, 0.4491, 0.1151], [3.4662, -1.2242, -2.0313], [2.0790, -0.0486, -1.3672], [1.2990, 0.5589, -2.9822], [2.9419, 1.4227, -0.6424], [0.9403, -0.8227, -0.1162], [1.8815, -1.1518, 1.5106], [2.6461, 0.4320, 2.2453], [3.4088, -2.1947, 1.0500], [1.0980, -2.1885, 2.8993], [-0.0305, -2.3798, -0.7312], [0.5227, -3.1890, -2.2885], [-0.2755, -3.8184, 0.4470], [-1.7682, -1.7934, -1.1406], [-2.7958, -2.5784, -1.6239], [-4.0745, -2.0570, -1.7390], [-4.2823, -0.6682, -1.6131], [-3.2113, 0.1322, -1.2299], [-2.0217, -0.4964, -0.9693], [3.2798, -1.2384, -3.1009], [3.4701, -2.3045, -1.6416], [4.4496, -0.8247, -1.7778], [2.0606, 1.0394, -3.5915], [0.4366, 1.2574, -2.9058], [0.8958, -0.3344, -3.5408], [3.3243, 2.0153, -1.4859], [3.6984, 1.0677, 0.0351], [2.1963, 1.9479, -0.0371], [2.7467, 0.1997, 3.3566], [2.0298, 1.3071, 2.0778], [3.6491, 0.6554, 1.8204], [4.1411, -1.7052, 0.4721], [3.0822, -3.0966, 0.4584], [3.8704, -2.4970, 1.9762], [-0.0085, -2.0212, 3.0666], [1.5570, -1.8218, 3.8479], [1.2557, -3.2704, 2.7676], [1.5124, -3.6395, -2.1493], [0.4688, -2.4711, -3.1282], [-0.1824, -3.9719, -2.5192], [0.6563, -4.0452, 0.9318], [-0.5983, -4.6467, -0.2379], [-1.1303, -3.5985, 1.0963], [-2.6252, -3.6495, -1.7988], [-4.9035, -2.7653, -2.0113], [-5.2113, -0.1180, -1.8251], [-3.3607, 1.2005, -1.0073], [-2.4074, 1.2504, 3.7671], [-2.4553, -0.0829, 2.6064], [-3.4826, 0.0858, 1.6338], [-2.4416, -1.2934, 3.3764], [-1.0915, 0.0370, 1.8712], [-3.3466, 1.2342, 4.3397], [-2.3636, 2.1659, 3.1852], [-1.5181, 1.0731, 4.3724], [-0.1995, 3.8977, 0.9994], [-0.9073, 3.4534, -0.2632], [-1.0719, 2.0949, -0.5736], [-2.3581, 3.9845, -0.2677], [-3.0881, 3.2135, 0.5969], [-2.4996, 5.2898, 0.0409], [-2.9169, 3.7969, -1.4748], [-0.1359, 4.0723, -1.5150], [-0.2296, 5.4410, -1.4746], [1.1890, 3.7490, -1.5369], [-0.7159, 3.6942, -2.6512], [-0.5989, 3.3930, 1.8956], [-0.1684, 4.9818, 1.1290], [0.7995, 3.4135, 1.0024]], "mulliken_charge": [-2.715, -1.404, 0.811, -1.102, -0.672, 2.315, 0.705, -1.092, -1.283, -0.928, -0.050, -1.183, -1.201, 0.668, -0.641, -0.488, -0.750, 0.068, 0.654, 0.467, 0.255, 0.406, 0.504, 0.104, 0.241, 0.450, 0.288, -0.233, 0.453, 0.124, 0.334, 0.370, 0.219, 0.471, 0.159, 0.408, 0.350, 0.321, 0.295, 0.479, 0.278, 0.385, 0.298, 0.322, 0.349, 0.434, 0.177, -0.839, 1.289, -0.613, -0.706, -0.563, 0.425, 0.168, 0.266, -1.414, 0.857, 0.407, 0.296, -0.173, -0.293, -0.245, 0.457, -0.300, -0.203, -0.212, 0.197, 0.454, 0.322], "energy_ev": -133089.7388, "homo_ev": -9.54, "charge": 0, "de_lowest_kcal_mol": 21.5}

=====

Entry 3:
{"formula": "C9H15Br6Cl9", "method": "the ωB97M-V functional and the def2-TZVPD basis", "symbols": ["Cl", "C", "Cl", "Cl", "H", "Cl", "C", "Cl", "Cl", "H", "Cl", "C", "Cl", "Cl", "H", "Br", "C", "C", "Br", "H", "H", "H", "H", "Br", "C", "C", "Br", "H", "H", "H", "H", "Br", "C", "C", "Br", "H", "H", "H", "H"], "positions_angstrom": [[-1.0687, 0.5063, -1.6691], [0.3126, 1.3040, -0.9333], [-0.1437, 2.8263, -0.0413], [1.4653, 1.7305, -2.2538], [0.9515, 0.6749, -0.3137], [2.2892, -1.6859, 0.6333], [1.3965, -3.0684, -0.0225], [1.7483, -3.3800, -1.7251], [-0.3674, -2.8821, 0.1278], [1.5953, -4.0316, 0.4476], [4.2980, -0.7610, -1.9206], [4.7410, 0.8402, -1.1356], [6.4787, 0.9874, -0.7440], [3.9162, 1.1116, 0.3958], [4.3609, 1.5096, -1.9074], [4.3137, 5.0177, 2.2218], [2.3571, 4.4984, 2.4593], [2.2662, 3.2157, 3.2787], [0.3672, 3.1447, 4.0590], [1.8749, 4.4189, 1.4850], [1.9143, 5.4019, 2.8784], [2.9508, 3.2670, 4.1253], [2.4418, 2.2977, 2.7178], [-3.7853, -3.4696, -1.0237], [-2.3660, -4.1869, -2.1666], [-1.9336, -3.0111, -3.0679], [-0.7867, -3.8871, -4.5129], [-2.8416, -4.9875, -2.7332], [-1.6088, -4.6679, -1.5474], [-1.3664, -2.3046, -2.4619], [-2.7134, -2.4372, -3.5686], [-2.1994, 0.9782, 2.2749], [-4.0709, 0.7922, 1.6660], [-4.2355, -0.2728, 0.6163], [-6.0605, -0.3324, -0.1517], [-4.3856, 1.6954, 1.1432], [-4.7023, 0.5961, 2.5326], [-3.9053, -1.2289, 1.0223], [-3.4984, -0.2195, -0.1848]], "mulliken_charge": [-0.062, 0.534, -0.101, -0.145, -0.239, -0.048, -0.190, -0.105, -0.061, 0.391, -0.082, -0.017, -0.129, -0.023, 0.247, -0.172, -0.545, -0.358, -0.169, 0.249, 0.443, 0.434, 0.122, -0.142, -0.650, -0.282, -0.200, 0.426, 0.369, 0.022, 0.467, -0.141, -0.546, -0.466, -0.148, 0.371, 0.383, 0.354, 0.210], "energy_ev": -542532.4627, "homo_ev": -10.28, "smiles": "ClC(Cl)Cl.ClC(Cl)Cl.ClC(Cl)Cl.BrCCBr.BrCCBr.BrCCBr", "charge": 0, "de_lowest_kcal_mol": 26.2}

=====

Entry 4:
{"formula": "C37H43ClN8OP2SSi2Ta", "method": "the ωB97M-V functional and the def2-TZVPD basis", "symbols": ["Ta", "C", "Si", "C", "C", "N", "P", "C", "P", "N", "Si", "C", "C", "C", "C", "C", "C", "C", "C", "C", "C", "C", "C", "C", "C", "C", "C", "C", "C", "C", "C", "C", "C", "C", "C", "C", "C", "C", "H", "H", "H", "H", "H", "H", "H", "H", "H", "H", "H", "H", "H", "H", "H", "H", "H", "H", "H", "H", "H", "H", "H", "H", "H", "H", "H", "H", "H", "H", "H", "H", "H", "H", "H", "H", "H", "H", "N", "C", "N", "C", "N", "C", "C", "N", "C", "C", "N", "H", "H", "H", "H", "H", "Cl", "O", "S", "N"], "positions_angstrom": [[0.0881, -0.3287, 0.2253], [3.7484, 0.6648, -3.3120], [2.8750, -0.5305, -2.1622], [4.2050, -0.8683, -0.8861], [2.4223, -2.0278, -3.2109], [1.3822, 0.1032, -1.3917], [0.3183, 1.1305, -2.1448], [-1.0156, 1.0553, -1.0851], [-1.1927, 2.1590, 0.1971], [-0.2480, 1.4270, 1.3287], [-0.2412, 1.8316, 3.0835], [-1.0743, 3.4859, 3.3863], [1.5206, 1.9889, 3.6850], [-1.1929, 0.6157, 4.1313], [-2.9035, 2.1943, 0.8216], [-3.6453, 3.3560, 1.0174], [-4.9327, 3.2916, 1.5359], [-5.4859, 2.0715, 1.8873], [-4.7406, 0.9092, 1.7341], [-3.4622, 0.9744, 1.2060], [-0.7706, 3.8852, -0.0855], [-1.5475, 4.6374, -0.9685], [-1.2743, 5.9794, -1.1667], [-0.2154, 6.5769, -0.4936], [0.5826, 5.8256, 0.3547], [0.3107, 4.4792, 0.5525], [1.1067, 2.7244, -2.4218], [0.5919, 3.6206, -3.3569], [1.2201, 4.8367, -3.5697], [2.3612, 5.1643, -2.8486], [2.8629, 4.2861, -1.8999], [2.2319, 3.0716, -1.6814], [-0.0558, 0.5016, -3.8069], [-1.0763, -0.4314, -3.9667], [-1.2959, -1.0459, -5.1885], [-0.5060, -0.7166, -6.2805], [0.4851, 0.2448, -6.1472], [0.7082, 0.8503, -4.9193], [4.6956, 0.1545, -3.5247], [3.9958, 1.6312, -2.8788], [3.2628, 0.8221, -4.2713], [4.9273, -1.5532, -1.3414], [3.9107, -1.2716, 0.0749], [4.7343, 0.0667, -0.6850], [2.9520, -2.9311, -2.9016], [2.6968, -1.8315, -4.2500], [1.3519, -2.2395, -3.2007], [-0.5824, 4.3514, 2.9485], [-1.0434, 3.6097, 4.4744], [-2.1252, 3.5025, 3.1002], [2.1210, 2.6244, 3.0296], [2.0336, 1.0360, 3.7856], [1.4938, 2.4616, 4.6712], [-2.2697, 0.7426, 3.9954], [-0.9601, 0.8313, 5.1780], [-0.9467, -0.4240, 3.9453], [-3.2259, 4.3233, 0.7837], [-5.4965, 4.2047, 1.6743], [-6.4851, 2.0255, 2.3001], [-5.1492, -0.0443, 2.0448], [-2.8713, 0.0695, 1.1483], [-2.3727, 4.1742, -1.4985], [-1.8855, 6.5602, -1.8453], [-0.0070, 7.6287, -0.6416], [1.4209, 6.2856, 0.8619], [0.9442, 3.8899, 1.2041], [-0.2943, 3.3664, -3.9267], [0.8222, 5.5279, -4.3013], [2.8567, 6.1105, -3.0242], [3.7440, 4.5473, -1.3277], [2.6186, 2.3853, -0.9362], [-1.7137, -0.6513, -3.1267], [-2.0889, -1.7759, -5.2906], [-0.6751, -1.1930, -7.2373], [1.0845, 0.5307, -7.0016], [1.4685, 1.6135, -4.8414], [-3.3369, -2.2602, -1.9192], [-2.8590, -1.2438, -1.2056], [-1.6239, -1.5375, -0.8432], [-1.4048, -2.7640, -1.3870], [-2.4229, -3.2402, -2.0584], [-0.1305, -3.4119, -1.1348], [0.1369, -4.7248, -1.4860], [1.2905, -5.3023, -1.1822], [2.1575, -4.5538, -0.5161], [1.8986, -3.2334, -0.1705], [0.7511, -2.6399, -0.4881], [-4.2499, -2.3562, -2.3341], [-3.3949, -0.3331, -0.9997], [-0.6076, -5.3065, -2.0149], [3.1005, -5.0066, -0.2354], [2.6200, -2.6637, 0.3894], [1.9439, -0.6276, 1.6650], [-0.6888, -3.9244, 1.8845], [-1.2165, -2.6642, 2.3818], [-0.9657, -1.4318, 1.6048]], "mulliken_charge": [2.147, -1.384, 0.502, -1.290, -0.775, 0.243, 2.180, -1.088, 1.739, 0.163, 0.218, -1.054, -1.213, -1.068, 1.070, -0.664, -0.757, -0.805, -1.239, -1.635, 1.161, -0.796, -0.881, -0.797, -0.660, -0.902, 0.908, -0.584, -0.910, -0.774, -0.661, -1.106, 0.481, -0.843, -0.603, -0.741, -0.924, -0.765, 0.496, 0.344, 0.400, 0.404, 0.409, 0.299, 0.439, 0.534, 0.017, 0.383, 0.518, 0.284, 0.329, 0.360, 0.440, 0.301, 0.463, 0.178, 0.477, 0.454, 0.428, 0.496, 0.853, 0.582, 0.485, 0.436, 0.446, 0.483, 0.562, 0.482, 0.429, 0.468, 0.649, 0.626, 0.470, 0.415, 0.459, 0.520, 0.366, -0.827, 0.419, 0.579, -0.797, -0.151, -0.848, -0.552, -0.843, -0.674, 0.825, 0.208, 0.341, 0.520, 0.445, 0.535, -0.599, -0.474, 0.080, -0.269], "energy_ev": -112279.9565, "homo_ev": -10.94, "charge": 1, "de_lowest_kcal_mol": 16.3}

=====

Entry 5:
{"formula": "C5H12Si2", "method": "the ωB97M-V functional and the def2-TZVPD basis", "symbols": ["C", "C", "C", "C", "C", "Si", "Si", "H", "H", "H", "H", "H", "H", "H", "H", "H", "H", "H", "H"], "positions_angstrom": [[-1.8379, 0.6643, -1.0428], [-0.6195, 1.2306, -0.9827], [-0.7089, -0.8526, 1.1468], [1.4612, 1.3469, 1.5925], [2.2735, -1.0175, -1.4977], [-2.2722, -0.8726, 0.0404], [0.5514, 0.2858, 0.2148], [-2.5823, 1.2283, -1.4877], [-0.3568, 2.0616, -1.5240], [-0.8672, -0.3469, 2.1635], [-0.4824, -1.9359, 1.3232], [2.1653, 0.7434, 2.1631], [1.9174, 2.2908, 1.1180], [0.5976, 1.5127, 2.1471], [2.1419, -0.3408, -2.2894], [3.1919, -1.4249, -1.4373], [1.5586, -1.7794, -1.5977], [-3.6079, -0.7328, 0.7656], [-2.5237, -2.0609, -0.8156]], "mulliken_charge": [-0.562, -0.432, -0.746, -0.949, -1.203, 0.394, 0.333, 0.441, 0.497, 0.298, 0.331, 0.288, 0.283, 0.308, 0.314, 0.366, 0.312, -0.145, -0.129], "energy_ev": -21131.5688, "homo_ev": -8.02, "charge": 0, "de_lowest_kcal_mol": 62.6}

=====

Entry 6:
{"formula": "C12H6BCl45O3PS", "method": "the ωB97M-V functional and the def2-TZVPD basis", "symbols": ["C", "S", "O", "O", "B", "P", "O", "Cl", "H", "H", "H", "H", "H", "H", "C", "Cl", "Cl", "Cl", "Cl", "C", "Cl", "Cl", "Cl", "Cl", "C", "Cl", "Cl", "Cl", "Cl", "C", "Cl", "Cl", "Cl", "Cl", "C", "Cl", "Cl", "Cl", "Cl", "C", "Cl", "Cl", "Cl", "Cl", "C", "Cl", "Cl", "Cl", "Cl", "C", "Cl", "Cl", "Cl", "Cl", "C", "Cl", "Cl", "Cl", "Cl", "C", "Cl", "Cl", "Cl", "Cl", "C", "Cl", "Cl", "Cl", "Cl"], "positions_angstrom": [[-7.4331, -4.7854, -5.7750], [-7.8090, -2.9825, -6.2611], [-6.6415, -2.5878, -7.2474], [-7.7407, -2.0009, -5.0659], [-9.3985, -2.8094, -7.2662], [-11.0099, -2.9986, -6.2444], [-11.8605, -4.4070, -6.8945], [-10.6425, -3.4815, -4.2084], [-8.3154, -5.2195, -5.1409], [-7.2828, -5.3608, -6.8080], [-6.3964, -4.8151, -5.2014], [-9.4592, -3.6118, -8.1432], [-9.4095, -1.7359, -7.7479], [-12.6179, -4.6741, -6.2730], [-7.7179, 0.0069, -1.7222], [-8.7437, -1.2117, -2.5205], [-6.8547, -0.7456, -0.3572], [-6.5361, 0.6468, -2.8920], [-8.7371, 1.3381, -1.1191], [-2.9178, 2.4385, -1.4537], [-4.2958, 1.4585, -0.8920], [-2.3510, 1.8201, -3.0257], [-3.4299, 4.1356, -1.6329], [-1.5948, 2.3397, -0.2645], [2.4822, 3.5135, 0.8088], [1.1042, 2.5335, 1.3705], [3.0490, 2.8951, -0.7632], [1.9701, 5.2106, 0.6296], [3.8052, 3.4147, 1.9980], [-0.2179, 8.0859, 2.9812], [-1.2437, 6.8673, 2.1828], [0.6453, 7.3334, 4.3462], [0.9639, 8.7258, 1.8114], [-1.2371, 9.4171, 3.5842], [7.5822, 1.6712, 2.2135], [6.3462, 1.3473, 0.9717], [6.7976, 2.3125, 3.6791], [8.4359, 0.1586, 2.6104], [8.7487, 2.8664, 1.5929], [0.0821, -1.5903, -1.7865], [0.9525, -0.0845, -1.3998], [0.3938, -2.0376, -3.4828], [0.6486, -2.8958, -0.7144], [-1.6664, -1.3434, -1.5490], [10.5822, -3.1381, 3.2385], [9.3462, -3.4620, 1.9967], [9.7976, -2.4968, 4.7041], [11.4359, -4.6507, 3.6354], [11.7487, -1.9429, 2.6179], [3.9822, 0.2170, 5.9814], [3.4954, 1.2830, 7.3235], [3.1155, -1.3344, 6.1109], [3.5796, 0.9944, 4.4295], [5.7380, -0.0750, 6.0615], [1.5822, 6.9170, 8.2481], [0.2042, 5.9371, 8.8098], [2.1490, 6.2986, 6.6761], [1.0701, 8.6141, 8.0689], [2.9052, 6.8183, 9.4373], [1.8822, -6.5270, 1.2819], [0.5042, -7.5070, 1.8437], [2.4490, -7.1454, -0.2900], [1.3701, -4.8299, 1.1028], [3.2052, -6.6258, 2.4712], [7.8822, -1.3005, -2.1353], [8.6751, -2.0822, -0.7443], [6.4453, -2.2429, -2.6065], [7.3879, 0.3513, -1.6860], [9.0202, -1.2282, -3.5043]], "mulliken_charge": [-0.723, 0.610, -0.684, -0.460, 0.246, 0.081, -0.529, -0.311, 0.229, 0.248, 0.280, -0.124, -0.100, 0.287, 0.245, 0.031, -0.141, -0.062, -0.123, 0.119, 0.030, -0.078, -0.114, 0.008, 0.243, -0.053, -0.105, -0.041, -0.020, 0.261, -0.061, 0.027, -0.099, -0.114, 0.198, -0.024, -0.050, 0.028, -0.106, 0.159, 0.031, -0.103, -0.045, -0.030, 0.306, -0.064, -0.075, -0.105, -0.088, 0.208, -0.091, -0.099, 0.048, -0.067, 0.336, -0.090, -0.081, -0.092, -0.099, 0.363, -0.096, -0.103, -0.057, -0.103, 0.274, -0.038, -0.085, -0.060, -0.104], "energy_ev": -602990.6560, "homo_ev": -4.46, "charge": -1}